Entry 1:
DFT (ωB97M-V with the def2-TZVPD basis set) results for a single C3H8N2O2 molecule.

Geometry as XYZ:
```
15
C3H8N2O2 ωB97M-V with the def2-TZVPD basis set
N -1.875 1.353 -1.114
C -1.145 0.382 -0.458
O -1.632 -0.249 0.476
N 0.115 0.203 -0.959
C 1.149 -0.610 -0.317
C 1.169 -0.483 1.210
O 0.342 -1.409 1.856
H -2.690 1.614 -0.579
H -1.347 2.143 -1.452
H 0.192 0.329 -1.952
H 2.103 -0.249 -0.716
H 1.059 -1.674 -0.565
H 0.930 0.559 1.482
H 2.186 -0.684 1.561
H -0.555 -1.224 1.527
```

Computed properties:
- F_max (eV/Å) = 0.5
- relative energy (zero: lowest compared OMol25 entry of this formula, charge and spin) (kJ/mol) = 32.4
- charge = 0
- HOMO-LUMO gap (hartree) = 0.38751



Entry 2:
DFT (ωB97M-V with the def2-TZVPD basis set) results for a single C3H8N2O2 molecule at a distorted geometry.

Geometry as XYZ:
```
15
C3H8N2O2 ωB97M-V with the def2-TZVPD basis set
N 0.871 -1.385 -0.553
C 0.286 0.069 -0.378
C 0.908 0.826 0.798
O 2.350 1.064 0.834
C -1.289 -0.106 -0.111
N -1.618 -1.037 -1.112
O -1.993 0.752 0.407
H 0.519 -1.936 0.268
H 1.828 -1.206 -0.344
H 0.472 0.593 -1.316
H 0.468 1.929 0.772
H 0.560 0.199 1.693
H 2.677 0.778 1.701
H -2.565 -0.854 -1.341
H -1.011 -1.811 -1.562
```

Computed properties:
- F_max (eV/Å) = 4.8
- relative energy (zero: lowest compared OMol25 entry of this formula, charge and spin) (kJ/mol) = 222.0
- charge = 0
- HOMO-LUMO gap (hartree) = 0.38352



Entry 3:
DFT (ωB97M-V with the def2-TZVPD basis set) results for a molecular structure, C3H8N2O2 at a distorted geometry.

Geometry as XYZ:
```
15
C3H8N2O2 ωB97M-V with the def2-TZVPD basis set
O -0.697 -0.724 -1.570
C -1.845 -0.673 -0.956
O -2.136 -0.010 0.101
H -2.758 -1.179 -1.481
C 1.962 0.812 0.549
C 1.087 0.464 1.522
N -0.019 -0.412 1.225
N 1.680 0.778 -0.832
H 2.855 1.447 0.758
H 1.261 0.685 2.561
H -1.051 -0.029 0.443
H 0.393 -1.134 0.559
H -0.418 -0.932 2.036
H 0.981 0.174 -1.183
H 2.549 0.664 -1.373
```

Computed properties:
- F_max (eV/Å) = 4.7
- relative energy (zero: lowest compared OMol25 entry of this formula, charge and spin) (kJ/mol) = 212.6
- charge = 0
- HOMO-LUMO gap (hartree) = 0.32663



Entry 4:
DFT (ωB97M-V with the def2-TZVPD basis set) results for a single C3H8N2O2 molecule at a distorted geometry.

Geometry as XYZ:
```
15
C3H8N2O2 ωB97M-V with the def2-TZVPD basis set
N 1.690 1.121 0.235
C 0.741 0.805 -0.773
O 0.154 1.658 -1.392
N 0.507 -0.571 -0.900
C -0.897 -0.938 -0.692
C -1.291 -0.586 0.764
O -0.729 0.623 1.216
H 1.851 2.118 0.299
H 2.538 0.573 0.280
H 1.086 -1.111 -0.265
H -1.014 -2.014 -0.878
H -1.505 -0.407 -1.427
H -1.012 -1.421 1.427
H -2.377 -0.462 0.833
H 0.258 0.612 1.273
```

Computed properties:
- F_max (eV/Å) = 1.1
- relative energy (zero: lowest compared OMol25 entry of this formula, charge and spin) (kJ/mol) = 95.0
- charge = 0
- HOMO-LUMO gap (hartree) = 0.37884



Entry 5:
DFT (ωB97M-V with the def2-TZVPD basis set) results for 2 unconnected molecules or ions with the total composition C3H8N2O2 at a distorted geometry.

Geometry as XYZ:
```
15
C3H8N2O2 ωB97M-V with the def2-TZVPD basis set
C 1.719 -1.949 0.318
C -1.531 0.884 0.865
C 0.543 -2.188 -0.633
N -0.775 -3.225 0.996
N 0.443 -1.602 -1.708
O -1.828 -3.793 1.154
O -0.337 -3.175 -0.419
H 1.438 -1.678 1.295
H 2.273 -2.983 0.401
H 2.277 -1.189 -0.204
H -2.647 0.744 1.069
H -1.002 0.080 1.469
H -1.218 0.471 -0.161
H -1.326 1.903 1.136
H -0.376 -1.829 -2.290
```

Computed properties:
- F_max (eV/Å) = 4.7
- relative energy (zero: lowest compared OMol25 entry of this formula, charge and spin) (kJ/mol) = 473.2
- charge = 0
- HOMO-LUMO gap (hartree) = 0.34914



Entry 6:
DFT (ωB97M-V with the def2-TZVPD basis set) results for a single C3H8N2O2 molecule at a distorted geometry.

Geometry as XYZ:
```
15
C3H8N2O2 ωB97M-V with the def2-TZVPD basis set
N 1.002 0.812 0.969
C -0.057 0.615 -0.029
C -1.170 -0.375 0.324
O -1.489 -0.305 1.726
C 0.563 0.224 -1.382
N 1.418 -0.832 -1.280
O 0.294 0.784 -2.414
H 1.101 -0.069 1.473
H 0.647 1.450 1.673
H -0.598 1.548 -0.205
H -2.080 -0.165 -0.238
H -0.917 -1.402 0.055
H -2.178 0.339 1.783
H 1.697 -1.266 -0.405
H 1.767 -1.358 -2.049
```

Computed properties:
- F_max (eV/Å) = 1.2
- relative energy (zero: lowest compared OMol25 entry of this formula, charge and spin) (kJ/mol) = 103.8
- charge = 0
- HOMO-LUMO gap (hartree) = 0.36954



Entry 7:
DFT (ωB97M-V with the def2-TZVPD basis set) results for 3 unconnected molecules or ions with the total composition C3H8N2O2 at a distorted geometry.

Geometry as XYZ:
```
15
C3H8N2O2 ωB97M-V with the def2-TZVPD basis set
C 1.411 0.221 -1.798
C 0.854 -0.215 -0.633
N 0.061 0.804 -0.108
C 0.240 1.852 -0.850
N 0.805 1.485 -2.053
H 1.795 -0.459 -2.559
H 1.258 -1.100 -0.144
H -0.291 2.780 -0.717
H 1.039 2.313 -2.690
H 0.159 -1.711 2.103
H 1.262 -0.648 2.277
O 1.099 -1.593 2.302
H -2.952 -1.883 1.988
H -3.379 -0.478 1.621
O -3.362 -1.369 1.262
```

Computed properties:
- F_max (eV/Å) = 2.9
- relative energy (zero: lowest compared OMol25 entry of this formula, charge and spin) (kJ/mol) = 196.8
- charge = 0
- HOMO-LUMO gap (hartree) = 0.36363



Entry 8:
DFT (ωB97M-V with the def2-TZVPD basis set) results for 3 unconnected molecules or ions with the total composition C3H8N2O2 at a distorted geometry.

Geometry as XYZ:
```
15
C3H8N2O2 ωB97M-V with the def2-TZVPD basis set
C 0.040 -1.442 -0.799
C -0.437 -0.256 -1.283
N -1.589 0.062 -0.608
C -1.860 -0.893 0.166
N -1.016 -2.012 -0.146
H 1.007 -2.075 -1.023
H 0.014 0.058 -2.232
H -2.692 -1.053 0.780
H -0.841 -2.799 0.558
H -4.670 1.542 1.566
H -3.623 2.796 1.916
O -4.468 2.502 1.364
H 6.096 1.403 -0.436
H 7.015 0.676 0.402
O 7.024 1.491 -0.225
```

Computed properties:
- F_max (eV/Å) = 5.8
- 2S+1 = 2
- relative energy (zero: lowest compared OMol25 entry of this formula, charge and spin) (kJ/mol) = 279.9
- charge = +1
- HOMO-LUMO gap (alpha / beta) (hartree) = 0.31451 / 0.16987



Entry 9:
DFT (ωB97M-V with the def2-TZVPD basis set) results for 2 unconnected molecules or ions with the total composition C3H8N2O2S at a distorted geometry.

Geometry as XYZ:
```
16
C3H8N2O2S ωB97M-V with the def2-TZVPD basis set
C 1.080 1.466 -0.633
C 0.837 1.621 0.892
C 0.266 0.535 0.138
N 1.730 -1.873 0.349
N -1.380 -1.506 -0.850
O -1.934 -0.373 1.337
O -2.051 0.856 -0.872
S -1.411 -0.055 0.052
H 0.493 2.167 -1.292
H 1.922 1.149 -1.046
H 1.655 1.579 1.613
H 0.244 2.406 1.207
H 1.523 -2.457 1.153
H 0.801 -1.867 -0.082
H -1.901 -1.413 -1.674
H -1.874 -2.235 -0.291
```

Computed properties:
- F_max (eV/Å) = 5.4
- relative energy (zero: lowest compared OMol25 entry of this formula, charge and spin) (kJ/mol) = 538.3
- charge = 0
- HOMO-LUMO gap (alpha / beta) (hartree) = 0.37092 / 0.31766



Entry 10:
DFT (ωB97M-V with the def2-TZVPD basis set) results for 2 unconnected molecules or ions with the total composition C3H8N2O2S at a distorted geometry.

Geometry as XYZ:
```
16
C3H8N2O2S ωB97M-V with the def2-TZVPD basis set
C -1.712 1.054 0.732
C -0.438 0.074 0.727
C -1.609 0.150 -1.248
N -2.347 0.861 -0.495
N -0.379 -0.241 -0.723
O 2.740 0.373 -0.977
O 2.127 -1.468 0.733
S 3.030 -1.178 -0.639
H -2.450 0.882 1.470
H -1.382 2.097 0.981
H 0.489 0.519 0.962
H -0.597 -0.671 1.457
H -2.057 -0.296 -2.134
H 1.853 0.453 -1.254
H 0.020 -1.097 -1.078
H 2.713 -1.513 1.488
```

Computed properties:
- F_max (eV/Å) = 3.1
- relative energy (zero: lowest compared OMol25 entry of this formula, charge and spin) (kJ/mol) = 149.8
- charge = 0
- HOMO-LUMO gap (hartree) = 0.34234



Entry 11:
DFT (ωB97M-V with the def2-TZVPD basis set) results for a molecular structure, C3H8N2O4.

Geometry as XYZ:
```
17
C3H8N2O4 ωB97M-V with the def2-TZVPD basis set
C -0.594 -1.814 -0.164
C 1.187 0.169 0.024
N 1.328 1.166 -0.982
O -0.390 -0.496 -0.615
N 2.097 -0.585 0.433
H 2.251 1.582 -0.912
H 1.214 0.727 -1.889
H 1.864 -1.117 1.263
H -1.416 -2.264 -0.727
H -0.840 -1.846 0.905
H 0.309 -2.413 -0.329
C -0.940 0.920 0.632
O -1.172 1.875 -0.255
O -2.006 0.500 1.293
O 0.205 0.794 1.215
H -2.800 0.790 0.820
H -0.297 2.013 -0.713
```

Computed properties:
- F_max (eV/Å) = 0.5
- relative energy (zero: lowest compared OMol25 entry of this formula, charge and spin) (kJ/mol) = 339.8
- charge = 0
- HOMO-LUMO gap (hartree) = 0.36080



Entry 12:
DFT (ωB97M-V with the def2-TZVPD basis set) results for 2 unconnected molecules or ions with the total composition C3H8N2O4P.

Geometry as XYZ:
```
18
C3H8N2O4P ωB97M-V with the def2-TZVPD basis set
N 0.275 -1.916 2.787
C 0.286 -0.612 3.468
P -0.251 0.878 2.517
C 0.726 0.698 0.900
O 0.183 1.268 -0.067
O 1.797 0.083 0.987
H -0.622 -2.364 2.925
H 0.412 -1.780 1.791
H 1.287 -0.429 3.870
H -0.395 -0.666 4.327
H -1.493 0.367 2.073
C -0.057 0.942 -3.134
N -0.647 0.265 -4.321
O -0.944 0.947 -5.286
O -0.799 -0.938 -4.262
H 0.010 2.000 -3.351
H -0.687 0.753 -2.269
H 0.920 0.504 -2.955
```

Computed properties:
- F_max (eV/Å) = 0.4
- relative energy (zero: lowest compared OMol25 entry of this formula, charge and spin) (kJ/mol) = 436.8
- charge = -1
- HOMO-LUMO gap (hartree) = 0.26806



Entry 13:
DFT (ωB97M-V with the def2-TZVPD basis set) results for a gas-phase ion, C3H8N2OP (charge +1) at a distorted geometry.

Geometry as XYZ:
```
15
C3H8N2OP ωB97M-V with the def2-TZVPD basis set
C 1.250 -0.374 -0.084
C -0.206 1.359 0.273
C -1.012 0.173 0.682
N 0.404 -0.899 0.779
N 2.251 -0.904 -0.726
O 0.940 0.882 -0.402
P -2.102 -0.686 -0.529
H -0.715 1.984 -0.353
H 0.252 1.865 1.160
H -1.698 0.230 1.540
H 0.095 -1.834 0.991
H 2.774 -1.770 -0.410
H 2.855 -0.254 -1.343
H -1.866 0.103 -1.674
H -3.222 0.125 0.096
```

Computed properties:
- F_max (eV/Å) = 3.9
- relative energy (zero: lowest compared OMol25 entry of this formula, charge and spin) (kJ/mol) = 114.7
- charge = +1
- HOMO-LUMO gap (hartree) = 0.39609



Entry 14:
DFT (ωB97M-V with the def2-TZVPD basis set) results for 2 unconnected molecules or ions with the total composition C3H8N2OS at a distorted geometry.

Geometry as XYZ:
```
15
C3H8N2OS ωB97M-V with the def2-TZVPD basis set
C 2.003 -0.503 0.888
C -3.556 -0.036 0.753
C 1.997 0.016 -0.437
N 2.285 -0.590 2.003
N 3.340 0.538 -0.898
O -1.545 -1.685 0.573
S -1.706 -0.055 0.236
H -3.916 0.976 0.486
H -3.671 -0.025 1.843
H -4.053 -0.848 0.158
H 1.278 0.888 -0.530
H 1.698 -0.773 -1.089
H -1.871 -2.034 -0.254
H 3.623 1.028 -0.076
H 4.003 -0.180 -1.119
```

Computed properties:
- F_max (eV/Å) = 2.7
- relative energy (zero: lowest compared OMol25 entry of this formula, charge and spin) (kJ/mol) = 278.4
- charge = 0
- HOMO-LUMO gap (hartree) = 0.35647



Entry 15:
DFT (ωB97M-V with the def2-TZVPD basis set) results for 2 unconnected molecules or ions with the total composition C3H8N2OS at a distorted geometry.

Geometry as XYZ:
```
15
C3H8N2OS ωB97M-V with the def2-TZVPD basis set
C -0.505 1.500 1.839
C 0.896 -0.411 -0.627
C -0.675 -0.705 -1.102
H -1.013 1.070 2.686
H 0.230 2.335 2.113
H -1.224 1.954 1.176
H 1.862 1.275 0.232
H 1.761 -1.652 -1.691
H -1.037 0.242 -1.396
H -1.114 -0.946 -0.153
H -1.598 -3.120 -0.981
N 0.777 0.798 -0.014
N 2.028 -0.752 -1.193
O 0.251 0.432 1.318
S -0.638 -2.020 -2.207
```

Computed properties:
- F_max (eV/Å) = 6.4
- relative energy (zero: lowest compared OMol25 entry of this formula, charge and spin) (kJ/mol) = 638.0
- charge = 0
- HOMO-LUMO gap (hartree) = 0.31299



Entry 16:
DFT (ωB97M-V with the def2-TZVPD basis set) results for a single C3H8N2S molecule at a distorted geometry.

Geometry as XYZ:
```
14
C3H8N2S ωB97M-V with the def2-TZVPD basis set
C -1.310 0.400 1.646
C 0.491 1.975 1.681
C 0.349 0.275 -0.064
H -1.893 -0.127 0.903
H -1.812 1.269 2.188
H -1.076 -0.357 2.351
H 1.028 2.521 0.871
H 1.182 1.765 2.523
H -0.211 2.629 2.199
H 1.336 0.591 -0.456
H -0.544 -2.183 -2.288
N -0.088 0.892 1.049
N -0.367 -0.672 -0.650
S 0.500 -1.472 -1.916
```

Computed properties:
- F_max (eV/Å) = 3.2
- relative energy (zero: lowest compared OMol25 entry of this formula, charge and spin) (kJ/mol) = 192.6
- charge = 0
- HOMO-LUMO gap (hartree) = 0.31014



Entry 17:
DFT (ωB97M-V with the def2-TZVPD basis set) results for 2 unconnected molecules or ions with the total composition C3H8N2S3 at a distorted geometry.

Geometry as XYZ:
```
16
C3H8N2S3 ωB97M-V with the def2-TZVPD basis set
C 2.314 1.082 0.732
C -2.480 0.664 -0.896
C -1.975 -1.827 0.157
N 1.163 0.511 0.369
N 0.890 -0.118 -0.637
S -2.332 2.271 -0.942
S 3.781 0.857 -0.238
S -2.656 -0.187 0.602
H 2.212 1.708 1.696
H -2.563 -0.008 -1.744
H -2.271 -2.282 -0.718
H -2.013 -2.566 0.932
H -0.948 -1.398 0.088
H 0.383 0.772 0.956
H 1.816 -0.159 -1.113
H 4.679 0.682 0.759
```

Computed properties:
- F_max (eV/Å) = 5.1
- 2S+1 = 3
- relative energy (zero: lowest compared OMol25 entry of this formula, charge and spin) (kJ/mol) = 107.0
- charge = 0
- HOMO-LUMO gap (alpha / beta) (hartree) = 0.25901 / 0.19428